The following is a quantum chemistry calculation of C5H8 in the gas phase, from the OMol25 dataset.

Output
Net charge: 0
HOMO level, eV: -9.209
HOMO-LUMO gap, eV: 10.406
Maximum force, eV/Å: 3.2
Structure (SMILES): C1=CCCC1
Energy relative to the best compared isomer or geometry (same formula, charge and spin), eV: 0.775

Geometry (Å):
C: 0.430 0.881 0.540
C: -0.739 -1.160 -0.036
C: 0.572 0.582 -1.010
C: -0.371 -0.522 -1.121
C: -0.233 -0.405 1.203
H: -0.648 -0.942 -2.051
H: -0.924 -0.110 2.037
H: 0.180 1.430 -1.527
H: -1.469 -1.998 -0.056
H: 1.451 1.334 1.041
H: 0.500 -1.060 1.644
H: -0.377 1.657 0.656
H: 1.628 0.312 -1.321


The following is a quantum chemistry calculation of a molecular structure, C23H36AlBe2BrF4N4NaO15PS, from the OMol25 dataset.

Output
Net charge: +2
HOMO level, eV: -11.914
HOMO-LUMO gap, eV: 1.146
Maximum force, eV/Å: 4.4

Geometry (Å):
Br: 0.516 1.682 -7.371
S: 5.152 3.697 -6.804
P: -4.091 -1.513 1.576
Al: 2.821 3.450 5.059
Na: 6.032 4.875 -8.656
F: 4.316 4.224 5.129
F: 3.015 1.755 4.865
F: 1.889 4.003 3.716
F: 1.906 3.733 6.475
O: -4.060 -0.244 4.093
O: 5.991 -5.042 -2.566
O: 4.583 -5.597 -1.081
O: 3.693 -1.293 -1.389
O: 3.816 2.928 -6.485
O: -6.161 -1.154 4.284
O: 4.490 5.111 -7.280
O: 4.710 -6.700 -2.887
O: 4.492 -1.157 -3.486
O: 4.315 0.696 -2.250
O: 5.761 3.082 -7.949
O: -1.220 -3.430 -1.387
O: 5.858 3.920 -5.605
O: -1.111 -4.145 0.731
O: -5.352 3.228 2.559
N: -3.460 -2.929 2.051
N: 5.096 -5.781 -2.179
N: 1.548 -5.151 -1.930
N: -4.247 -2.334 4.875
C: 2.685 3.822 -6.523
C: -1.561 1.304 2.971
C: -0.186 1.516 3.095
C: 1.379 -6.001 -1.168
C: 0.704 0.458 3.039
C: 0.707 -2.818 -0.204
C: -4.300 1.148 2.091
C: -5.925 4.416 4.664
C: 5.058 1.061 -3.417
C: 1.154 -7.079 -0.211
C: 0.202 -0.820 2.871
C: 3.063 4.888 -7.518
C: -2.106 0.049 2.789
C: 0.593 -1.931 -1.434
C: -4.966 -1.200 4.388
C: -4.907 2.041 3.175
C: -6.380 3.850 3.316
C: -0.345 -2.729 -2.320
C: 4.742 -0.065 -4.374
C: 4.124 -0.645 -2.290
C: -1.168 -1.017 2.737
C: -3.612 -0.133 2.697
C: -0.624 -3.527 -0.201
Be: -2.550 -2.389 3.432
Be: -1.379 2.600 5.289
H: -3.640 1.679 1.410
H: 1.770 3.266 -6.821
H: -3.566 -1.187 0.313
H: 3.843 0.125 -4.964
H: 5.564 -0.292 -5.048
H: -0.940 -2.098 -2.977
H: 6.118 1.106 -3.159
H: 4.743 2.033 -3.789
H: 1.774 0.592 3.153
H: 1.500 -3.550 -0.309
H: 0.124 -0.980 -1.161
H: -2.199 2.177 3.044
H: -5.152 0.787 1.494
H: 2.546 4.237 -5.523
H: -6.756 4.692 2.736
H: 0.176 -3.468 -2.920
H: 2.504 5.809 -7.378
H: -3.603 -1.956 5.582
H: -5.442 5.386 4.549
H: -1.459 -2.073 2.597
H: -4.837 -2.996 5.379
H: -5.763 1.572 3.665
H: 0.873 -1.668 2.833
H: -5.491 -1.492 1.448
H: 2.940 4.541 -8.545
H: 0.098 -7.345 -0.197
H: 0.843 -2.237 0.704
H: -4.135 2.315 3.906
H: -2.821 -3.305 1.343
H: 0.238 2.512 3.243
H: 1.738 -7.952 -0.496
H: -7.247 3.194 3.472
H: 1.455 -6.758 0.785
H: -5.254 3.754 5.215
H: 1.546 -1.712 -1.901
H: -6.787 4.578 5.315


The following is a quantum chemistry calculation of CH3ClN2O2 in the gas phase, from the OMol25 dataset.

Output
Net charge: 0
HOMO level (alpha / beta), eV: -9.036 / -9.044
HOMO-LUMO gap (alpha / beta), eV: 8.819 / 8.837
Maximum force, eV/Å: 6.7
Energy relative to the best compared isomer or geometry (same formula, charge and spin), eV: 3.162

Geometry (Å):
Cl: 1.977 -0.824 -0.203
O: -2.074 -1.250 -0.315
O: -1.305 1.390 -0.222
N: -0.430 0.337 -0.162
N: -0.909 -0.879 -0.186
C: 0.916 0.576 0.179
H: 0.788 0.671 1.260
H: -0.096 -1.520 -0.101
H: 1.132 1.498 -0.251


Which value of maximum force does entry 3 give?
6.7 eV/Å